[1]
Formula: C39H68N3O22
Source: the OMol25 dataset
Level of theory: the ωB97M-V functional and the def2-TZVPD basis

The geometry in XYZ format:
```
132
Properties=species:S:1:pos:R:3
C 0.9646 4.5543 2.7544
C 3.0376 9.3550 -0.9828
H 4.1184 -10.8037 -0.4910
C 4.3824 -0.4500 -1.6774
H -13.1318 -3.6538 -0.9532
H 4.4241 -1.9239 -3.2487
C -12.2839 -1.1822 -1.7263
O -10.1346 -2.7449 3.8932
H -7.7067 0.5520 2.8644
H 8.2538 4.4057 -3.7343
H -0.4438 -0.6282 -0.8408
O -12.3487 -1.9033 -2.8742
H -12.2930 -3.9592 -3.2098
H 4.2583 0.5400 -2.1004
H -7.1069 -0.5894 1.6536
C -7.5485 -0.5032 2.6459
H -10.1193 -4.0695 -0.6328
H 2.9075 2.7508 -2.0162
H 0.4260 -1.8055 0.7009
C 4.2639 -6.5654 0.5384
H 10.3306 3.2208 -3.3034
N 3.2121 -3.1494 -1.1725
C 8.2011 3.3280 -3.5593
H 3.2619 7.6871 2.1291
C -12.0935 -3.3533 -1.1201
C 0.9624 6.4805 -1.0293
O 2.0996 8.5392 -0.4313
H 0.8917 0.8857 1.2366
H 7.7909 2.0037 -1.8821
O 6.1962 3.1719 -2.4637
C -2.7336 -2.2840 2.3980
C 5.1284 -1.2951 -2.7155
H 5.4756 -8.9842 0.3706
C -9.3611 -1.5530 4.1043
C 3.9229 -9.8004 -0.8659
H 3.5609 7.1053 3.7621
H 2.2958 -4.7036 0.5996
O 3.5991 10.2253 -0.4048
C -3.9612 -0.4190 2.0656
H 4.4080 -9.6889 -1.8344
H 5.5757 -1.1246 1.5062
C 5.1490 -0.2820 -0.3685
H 3.2839 6.9669 -2.3339
C 9.5401 2.6898 -3.8321
H -1.8677 -4.2466 2.3447
H 1.2722 0.4063 -2.3083
H -0.3855 0.8938 -2.6398
H 1.8454 3.9468 -2.8408
H 1.8849 5.8521 5.0006
H 0.3236 6.0130 -1.7786
O 3.2442 9.0244 -2.2822
H 2.0834 0.6061 0.0130
O 4.9292 2.7398 -4.2791
H -9.6148 -0.7649 2.1140
O 3.9178 -7.1861 1.6755
H -1.4553 -3.2246 0.9599
H 1.7881 5.8023 -0.8076
H 2.8491 -9.6912 -1.0241
H 2.5714 8.5521 3.5081
H 1.1571 -1.1027 2.0971
H -8.5584 -1.7867 4.8078
H 6.2011 -0.4260 -0.6144
O 0.7595 3.5073 2.2236
O -8.6969 -2.6042 2.1986
C -9.6034 -3.3899 2.8299
C 1.1464 0.2342 0.4092
H -4.7825 -3.0174 2.5045
C 2.4720 -2.9340 -0.0186
H 2.6571 -3.7120 -1.8084
C 2.5752 7.7771 -2.5223
C 1.9912 2.9080 -2.5683
C 1.2422 -1.1752 1.0169
H -11.2469 -4.0865 0.7063
H 0.3948 6.8141 4.8641
H 0.6293 8.4318 -1.8638
O 3.6056 -1.2963 1.3487
H 9.5496 1.6456 -3.5155
H 2.5262 -8.6089 1.1321
H 2.0109 2.2896 -3.4563
O -4.5299 -1.0659 3.1152
O 1.8199 5.4951 2.2886
O 7.1788 2.7978 -4.4283
C -8.8488 -1.2631 2.7145
O 4.4194 -5.3780 0.4386
N 2.5281 -1.8511 0.7206
O 0.3841 4.9631 3.9035
H -3.0541 -3.9542 1.0655
H 0.3911 6.5928 -0.1084
H -6.8298 -0.8977 3.3571
C -0.0073 0.3414 -0.6016
H -11.3847 -5.3060 -0.5609
O -2.9974 -1.1956 1.4988
H -10.7398 -3.1850 -2.8151
C 1.4613 7.8197 -1.5044
O -11.9608 -1.9859 -0.6807
C 2.8134 7.5662 3.1142
C 1.0726 6.1502 4.3344
O -9.8959 -4.4913 2.4886
H 5.0887 0.7178 0.0461
H 3.3767 -0.8228 -1.5436
H 5.8377 -1.9635 -2.2359
C -11.1588 -4.2592 -0.3598
C 3.5968 -8.5518 1.3375
H -1.9643 -1.9461 3.0998
C 7.6026 3.0308 -2.2053
C -4.0704 -2.4265 3.0859
H 0.7809 7.2583 2.5048
C 4.8861 -1.3261 0.6966
C 1.5729 6.7135 3.0262
H 9.7592 2.7082 -4.8986
O -12.4763 -0.0137 -1.6484
C 4.4387 -8.7676 0.1035
H -0.8234 0.9388 -0.2098
H 2.2250 7.7202 -3.5498
C 0.4280 0.9808 -1.9284
O -4.2621 0.6648 1.6942
C -2.2529 -3.5006 1.6499
H 3.8439 -9.2180 2.1588
H -0.0916 3.0344 -2.0077
H 7.9199 3.7199 -1.4269
H -9.9822 -0.7608 4.5135
H 5.1609 -2.3068 0.3138
H 5.6150 -0.6816 -3.4607
C -11.8098 -3.2041 -2.5949
O 4.4115 -7.4357 -0.4707
N 1.6074 -3.9603 0.4640
H 4.0864 -3.6394 -0.9669
C 0.7833 2.4622 -1.7146
H 0.9704 2.6472 -0.6611
H 1.0144 -4.2588 -0.3116
H -4.0031 -2.8300 4.0930
C 5.9959 2.8906 -3.7778
```

Summary:
Calculated total energy in Ha: -3346.17974
E_LUMO in hartree: -0.14850
Highest occupied orbital energy in eV: -11.7368
Total charge: +1


[2]
Formula: C39H69Br22F3I2NO2S
Source: the OMol25 dataset
Level of theory: the ωB97M-V functional and the def2-TZVPD basis

The geometry in XYZ format:
```
139
Properties=species:S:1:pos:R:3
H 3.1251 -3.2351 2.1665
H -7.0391 7.0302 -6.0077
H -4.8616 5.6164 -6.3772
I -5.9253 5.2588 0.2705
H -4.7145 0.9799 -3.1023
H 3.6491 1.4005 2.2854
H -2.5014 3.2347 2.5493
C -6.3729 2.2822 0.8962
H -5.6424 1.0980 -1.5048
F -1.6158 -1.1535 -6.6350
Br -3.3149 7.0834 -5.0729
H -3.5668 -3.7002 -0.3405
H 4.6081 1.8580 -0.7327
Br 2.4888 1.3394 -1.9512
C -0.8210 -0.3183 -5.6745
N -3.7840 2.2154 -1.5836
C 5.2492 -6.7345 -1.1101
C -7.5800 6.3940 3.8644
C -2.5754 2.5432 -2.4040
C -3.0626 1.5609 0.9420
C 1.9688 2.7552 8.3206
C -2.6301 -3.6337 0.2198
H 1.1211 3.4447 8.2775
O -3.6545 -1.3430 -2.5909
H 4.7924 -6.6193 -5.4761
Br 6.1257 -4.9950 -1.2116
Br 0.2906 1.1078 6.6809
H -5.8459 0.0081 0.3500
C -2.2916 -4.9638 0.8518
H -7.2796 0.2464 1.5315
H 5.5519 2.8988 3.2912
Br 1.7939 2.2435 3.7320
H 1.7513 -2.9595 -0.0505
C 3.5291 -3.1300 1.1558
Br 8.1212 1.6975 2.5621
C 5.6655 -7.1262 -5.8962
C -2.4923 1.2196 3.6042
H -3.3249 4.7616 -0.9616
H -7.2481 5.6149 3.1725
C 2.6232 -2.3590 0.2242
C 4.4855 3.1397 3.3186
S -3.1883 3.8734 -3.6765
H 3.5881 -7.7610 -2.0225
C -3.9141 -0.4874 -1.5606
H -2.8151 0.8856 -4.1133
H 3.7447 -4.1225 0.7504
F -0.1642 0.8866 -6.2347
H -1.2020 -0.3086 -2.0350
H 1.0937 -10.0707 1.8167
C 2.0121 -9.6161 2.1985
H -3.6946 -0.9643 -0.4928
C -8.1150 5.8503 5.1687
H -5.5227 0.5657 2.1157
H 4.0275 -6.2506 -2.8608
H -3.0097 4.6043 0.9369
C 4.2169 2.2058 -1.6929
H 6.7393 -7.7575 -4.1373
H -2.4839 0.0998 3.2340
C -1.5133 1.1055 0.8050
C -6.2578 0.7030 1.1833
Br -0.4502 -4.9915 1.4939
H 7.2370 -0.3087 0.5891
H -0.9118 4.1610 -2.4415
H -0.3405 2.6166 -1.5628
I -8.3803 3.1274 1.4206
H -9.0945 5.3870 5.0206
H -0.8483 1.9335 1.3236
H 3.1248 -2.0176 -0.6857
C 2.1601 -8.2025 1.6857
C -0.7253 -0.7325 -4.2290
H 6.9099 -8.8847 -5.5075
Br 3.4519 -10.7579 1.5443
Br 2.5384 -5.8257 -0.8994
C 6.2265 -8.2018 -4.9953
C 3.9521 -6.7387 -1.8851
H -2.9304 -5.2155 1.7029
H -1.0940 0.9525 -0.2699
C 5.1446 1.9320 -2.8537
H 2.4217 0.6543 7.9050
H -1.2956 0.0774 1.3738
H -8.3304 7.0173 3.3696
H -1.3957 2.0839 -4.2803
H -6.1065 8.0084 -4.8458
C 1.5757 1.3082 8.1343
H 2.0203 -9.6856 3.2897
Br 4.8031 -9.2911 -4.2263
H 4.2804 3.7613 4.1945
C -3.7476 2.5731 -0.0798
Br 9.2524 -1.5937 1.3189
Br 5.2686 -2.2637 1.3250
Br 5.1228 -7.8619 -7.6192
H -4.8285 7.2797 -7.0169
H 1.2420 -7.6326 1.8551
Br 1.8930 -0.7765 1.0998
H 2.4955 2.8928 9.2690
H -1.8443 -3.2529 -0.4384
C -4.5322 0.9421 -1.9203
F -0.4742 -2.1796 -3.9767
H 4.6585 2.0224 -3.8290
H -2.3466 -5.7675 0.1119
H 2.4243 -8.1503 0.6258
H -2.0401 4.2787 -4.4190
Br -6.0576 7.5757 4.1642
H 8.4530 1.9685 0.1281
C -3.1657 2.2497 2.4692
H -4.5238 2.9411 -1.8831
Br -6.5652 5.7125 -3.9714
Br 3.2357 3.3238 6.9508
H -3.5940 0.5011 1.1012
H -3.2146 1.2300 4.5548
C 8.3028 -0.1653 0.3905
H 8.4964 -0.3392 -0.6719
Br 5.8881 0.1315 -2.7526
C -6.1684 7.0381 -5.3462
C 3.6531 1.8797 3.2684
H -1.4529 1.5976 3.9940
C -2.9280 4.0411 -0.0953
C -4.9159 6.6753 -6.1095
Br 4.1771 4.2518 1.7461
Br 3.5432 -7.2378 2.6657
O -1.5097 3.9354 -0.4202
H -8.1904 6.6054 5.9559
C -5.2711 3.1188 0.3616
C -1.9932 1.4503 -3.4569
H 5.1221 -6.9666 -0.0491
H 5.9627 -7.4379 -1.5484
H 0.1257 0.8372 -2.8071
H -4.2679 2.3955 2.8302
C -0.9367 0.3367 -2.9612
C 8.8140 1.1933 0.8098
H 9.9045 1.2477 0.8699
C -1.3134 3.2947 -1.7210
H 6.0106 2.5989 -2.8210
H 3.9916 3.2739 -1.6228
H 6.4322 -6.3834 -6.1336
Br -2.9475 -2.2688 1.5766
Br -6.9784 4.4220 5.8564
H 3.9970 1.1600 4.0169
H 1.0611 0.9309 9.0226
```

Summary:
Calculated total energy in Ha: -59653.41104
E_LUMO in hartree: -0.13400
Highest occupied orbital energy in eV: -10.9508
Total charge: +1